[1]
C9H19FNO3Si | ωB97M-V/def2-TZVPD

Summary:
net charge: +1
DFT total energy: -1023.9322 Ha
multiplicity: 1
HOMO energy: -0.4875 Eh
HOMO-LUMO gap: 0.3497 Eh

Structure (XYZ):
```
34
C9H19FNO3Si (ωB97M-V/def2-TZVPD)
C -0.704 -1.619 3.720
O -0.751 -1.484 2.347
Si -0.055 -0.523 1.256
C 0.015 1.291 1.760
C 0.048 2.476 0.721
C -0.781 2.207 -0.539
N -0.270 1.992 -1.626
C 0.338 1.535 -2.625
C 0.684 0.065 -2.743
C 0.375 2.329 -3.888
F -0.198 3.524 -3.674
O -0.953 -0.379 -0.100
C -1.981 -1.116 -0.656
O 1.348 -0.969 0.664
C 2.371 -1.876 1.010
H -1.768 -1.757 4.033
H -0.006 -0.827 4.123
H -0.459 -2.697 3.981
H -0.784 1.546 2.409
H 1.049 1.367 2.289
H 1.074 2.688 0.430
H -0.321 3.410 1.287
H -1.831 2.234 -0.568
H -0.047 -0.548 -3.403
H 1.624 -0.009 -3.336
H 0.699 -0.392 -1.795
H 1.489 2.722 -4.211
H -0.073 1.717 -4.708
H -2.672 -0.450 -1.152
H -2.530 -1.634 0.101
H -1.564 -1.903 -1.432
H 2.149 -2.793 0.624
H 2.632 -1.771 2.147
H 3.297 -1.563 0.572
```

[2]
C41H35ClN2Si2W | ωB97M-V/def2-TZVPD

Summary:
net charge: +2
DFT total energy: -2798.6428 Ha
multiplicity: 3
HOMO energy (spin up / spin down): -0.4661 / -0.4703 Eh
HOMO-LUMO gap (spin up / spin down): 0.2394 / 0.2330 Eh
energy above the lowest of the compared OMol25 structures with the same formula, charge and spin: 0.00 kJ/mol

Structure (XYZ):
```
82
C41H35ClN2Si2W (ωB97M-V/def2-TZVPD)
C 2.913 3.460 -0.021
C 3.128 2.056 -0.065
C 2.405 1.535 -1.179
H 3.781 1.486 0.587
C 1.736 2.616 -1.829
C 2.057 3.811 -1.118
H 1.814 4.819 -1.434
H 3.411 4.166 0.634
H 2.443 0.517 -1.548
H 1.175 2.557 -2.756
W 0.954 2.483 0.224
Si -1.200 -1.078 0.304
C 0.275 -1.683 1.305
C -0.096 -2.317 2.501
H -1.136 -2.259 2.834
C 0.830 -3.079 3.216
H 0.505 -3.639 4.098
C 2.164 -3.128 2.793
H 2.887 -3.739 3.337
C 2.570 -2.383 1.682
H 3.619 -2.368 1.379
C 1.626 -1.677 0.930
H 1.962 -1.161 0.028
C -0.554 -0.624 -1.422
C 0.452 -1.382 -2.064
H 0.954 -2.201 -1.537
C 0.765 -1.175 -3.411
H 1.517 -1.808 -3.892
C 0.110 -0.173 -4.130
H 0.345 -0.020 -5.182
C -0.829 0.637 -3.491
H -1.340 1.429 -4.047
C -1.152 0.422 -2.151
H -1.913 1.042 -1.680
H 1.036 0.796 0.294
Si -1.912 -3.051 -0.864
C -2.540 -3.246 -2.571
C -2.327 -4.476 -3.240
H -1.902 -5.323 -2.690
C -2.585 -4.576 -4.607
H -2.398 -5.521 -5.117
C -3.042 -3.465 -5.334
H -3.175 -3.534 -6.418
C -3.315 -2.269 -4.659
H -3.697 -1.408 -5.213
C -3.080 -2.153 -3.290
H -3.234 -1.195 -2.784
C -1.108 -4.539 -0.112
C 0.214 -4.952 -0.369
H 0.821 -4.405 -1.093
C 0.728 -6.066 0.304
H 1.735 -6.411 0.071
C -0.048 -6.754 1.243
H 0.349 -7.646 1.738
C -1.342 -6.305 1.537
H -1.954 -6.837 2.269
C -1.871 -5.190 0.886
H -2.873 -4.812 1.124
H -2.407 -0.912 1.134
Cl -1.139 1.287 0.979
C -1.870 5.872 -0.227
C -1.145 4.713 -0.494
N -0.274 4.228 0.430
C -0.192 4.808 1.671
C -0.870 6.017 1.968
C -1.722 6.542 0.981
C -0.612 6.595 3.255
C 0.235 6.002 4.165
C 0.881 4.744 3.902
C 1.769 4.079 4.767
C 2.296 2.851 4.394
C 1.957 2.269 3.175
N 1.225 2.970 2.259
C 0.626 4.155 2.636
H -2.545 6.231 -1.001
H -1.240 4.139 -1.415
H -2.259 7.471 1.173
H -1.106 7.537 3.498
H 0.440 6.479 5.128
H 2.036 4.542 5.714
H 2.991 2.312 5.032
H 2.266 1.263 2.877
```

[3]
C5H16NO | ωB97M-V/def2-TZVPD

Summary:
net charge: +1
DFT total energy: -329.8386 Ha
multiplicity: 1
HOMO energy: -0.5503 Eh
HOMO-LUMO gap: 0.4301 Eh
energy above the lowest of the compared OMol25 structures with the same formula, charge and spin: 110.94 kJ/mol

Structure (XYZ):
```
23
C5H16NO (ωB97M-V/def2-TZVPD)
C -0.378 -0.177 1.305
C 0.513 -0.534 0.101
C 1.452 -1.645 0.560
C 1.342 0.697 -0.298
C 0.473 1.918 -0.714
N -1.826 0.232 0.958
H -0.539 -1.056 1.946
H 0.044 0.624 1.898
H -0.013 -1.019 -0.728
H 1.758 -2.224 -0.321
H 1.002 -2.414 1.185
H 2.348 -1.218 1.025
H 2.031 0.340 -1.067
H 2.046 0.996 0.479
H -0.422 1.603 -1.230
H 1.059 2.575 -1.347
H 0.271 2.457 0.209
H -2.520 -0.449 1.252
H -1.889 0.226 -0.073
H -1.844 1.233 1.162
H -0.932 -0.467 -2.365
H -2.370 -0.975 -2.212
O -1.604 -0.725 -1.727
```

[4]
C27H27FN6O4S2 | ωB97M-V/def2-TZVPD

Summary:
DFT total energy: -2570.8661 Ha
multiplicity: 1
HOMO energy: -0.3021 Eh
HOMO-LUMO gap: 0.2926 Eh
energy above the lowest of the compared OMol25 structures with the same formula, charge and spin: 6.82 kJ/mol

Structure (XYZ):
```
67
C27H27FN6O4S2 (ωB97M-V/def2-TZVPD)
C -2.574 -2.948 0.278
C -1.737 -1.811 0.777
C -2.037 -1.160 1.967
C -1.253 -0.116 2.425
C -0.157 0.309 1.698
C 0.131 -0.318 0.494
N 1.227 0.113 -0.288
C 1.450 1.339 -0.869
C 0.531 2.505 -0.776
N -0.849 2.112 -0.948
C -1.770 2.317 0.025
O -1.510 2.907 1.054
C -3.125 1.748 -0.239
C -4.211 2.362 0.382
C -5.484 1.840 0.240
C -5.661 0.694 -0.512
S -7.277 -0.090 -0.579
O -7.283 -1.010 -1.675
O -8.292 0.914 -0.497
N -7.342 -0.989 0.827
C -6.403 -2.080 0.885
C -7.493 -0.229 2.040
C -4.595 0.072 -1.133
C -3.323 0.603 -1.005
N 2.562 1.316 -1.543
N 3.108 0.095 -1.419
C 2.308 -0.629 -0.675
S 2.536 -2.281 -0.203
C 4.024 -2.698 -1.176
C 5.322 -2.256 -0.498
O 6.016 -3.046 0.102
N 5.570 -0.939 -0.678
C 6.644 -0.183 -0.206
C 7.727 -0.737 0.472
C 8.760 0.075 0.902
C 8.702 1.433 0.651
F 9.714 2.226 1.071
C 7.636 2.005 -0.019
C 6.606 1.191 -0.447
C -0.646 -1.374 0.039
H -1.952 -3.699 -0.202
H -3.297 -2.590 -0.455
H -3.121 -3.413 1.094
H -2.887 -1.485 2.550
H -1.492 0.374 3.356
H 0.462 1.116 2.056
H 0.839 3.233 -1.533
H 0.594 2.973 0.213
H -1.119 1.707 -1.829
H -4.032 3.244 0.978
H -6.342 2.312 0.691
H -6.375 -2.535 -0.102
H -6.750 -2.816 1.610
H -5.396 -1.744 1.167
H -8.179 0.587 1.828
H -7.922 -0.866 2.814
H -6.536 0.174 2.400
H -4.787 -0.811 -1.722
H -2.491 0.100 -1.474
H 3.905 -2.251 -2.161
H 4.014 -3.786 -1.238
H 4.841 -0.399 -1.158
H 7.754 -1.797 0.660
H 9.607 -0.338 1.427
H 7.620 3.068 -0.199
H 5.763 1.616 -0.972
H -0.393 -1.860 -0.893
```